13
Properties=species:S:1:pos:R:3:forces:R:3 method="wB97M-V/def2-TZVPD" orbital_gap_ev=9.7 multiplicity=1 lumo_ev=0.93 total_energy_ev=-7795.392
O 1.84913 0.09728 0.89177 0.12 0.23 0.10
C 1.19991 0.19829 -0.33420 -0.15 -0.40 -0.39
C 0.35456 -0.84472 -0.65476 0.30 0.11 -0.02
C -1.62978 -0.50349 0.35299 -0.21 0.14 0.09
C -1.46755 0.83907 0.37136 0.44 0.26 -0.08
N -0.80732 1.83778 0.24111 -0.42 -0.61 0.11
H 2.01477 0.98427 1.23198 0.03 -0.13 -0.01
H 1.72623 0.73235 -1.12945 -0.13 -0.02 0.13
H 0.19048 1.32251 -0.16813 -0.03 0.08 0.01
H 0.37480 -1.75776 -0.07079 -0.02 0.15 -0.02
H 0.00657 -0.92632 -1.68072 0.05 0.01 0.18
H -1.50397 -1.01346 1.30557 -0.06 0.06 -0.14
H -2.30784 -0.96580 -0.35673 0.10 0.12 0.04

---

13
Properties=species:S:1:pos:R:3:forces:R:3 method="wB97M-V/def2-TZVPD" orbital_gap_ev=10.8 multiplicity=1 lumo_ev=1.01 total_energy_ev=-7798.123
C 1.92735 -0.12424 -0.30394 0.05 -0.05 0.01
C 0.74799 0.63801 0.25429 0.06 0.11 0.19
O 0.84937 1.43173 1.16466 -0.02 -0.24 -0.32
N -0.46331 0.41756 -0.41089 0.16 0.15 0.01
C -1.22043 -0.80343 -0.21719 -0.07 -0.27 -0.02
C -1.69688 0.50405 0.32546 -0.17 0.14 0.11
H 2.56870 0.57722 -0.84623 -0.10 -0.07 0.07
H 2.50953 -0.52997 0.52676 -0.06 0.06 -0.11
H 1.63216 -0.92469 -0.98619 -0.02 0.13 0.11
H -0.83670 -1.52872 0.49896 -0.04 0.13 -0.09
H -1.67708 -1.23040 -1.10760 0.09 0.10 0.15
H -1.60321 0.67872 1.39632 -0.04 -0.05 -0.21
H -2.50657 1.03280 -0.17305 0.15 -0.13 0.10

---

13
Properties=species:S:1:pos:R:3:forces:R:3 method="wB97M-V/def2-TZVPD" orbital_gap_ev=9.3 multiplicity=1 lumo_ev=0.94 total_energy_ev=-7797.812
C -1.72081 -0.52409 0.10236 0.15 -0.10 0.05
C -0.67463 -0.80614 0.88475 -0.15 -0.03 -0.02
N 0.66390 -0.85294 0.49783 -0.04 0.18 0.15
C 1.07514 -0.03226 -0.61284 0.01 -0.05 -0.11
C 0.63647 1.42960 -0.50187 0.06 0.20 0.46
O 0.59557 2.02765 0.54497 0.02 -0.32 -0.62
H -1.62536 -0.32127 -0.96135 0.04 0.05 0.16
H 0.38352 1.92606 -1.46190 0.07 0.05 0.09
H -2.72304 -0.51773 0.51326 0.16 -0.05 -0.02
H -0.82098 -1.02949 1.93872 -0.05 -0.04 -0.15
H 1.30754 -0.82589 1.27232 -0.12 0.05 -0.02
H 0.73060 -0.44778 -1.56761 -0.01 0.06 0.13
H 2.17208 -0.02574 -0.64864 -0.14 0.00 -0.10

---

13
Properties=species:S:1:pos:R:3:forces:R:3 method="wB97M-V/def2-TZVPD" orbital_gap_ev=10.1 multiplicity=1 lumo_ev=0.93 total_energy_ev=-7797.540
C 0.80185 1.38149 -0.00089 0.04 0.20 0.00
N -0.13968 0.40279 -0.50498 0.05 0.22 -0.14
C 0.43166 -0.93901 -0.66708 0.16 -0.12 -0.12
C -0.64404 -1.49846 0.29442 -0.21 -0.08 -0.21
O -1.00948 -2.59806 0.60662 0.33 1.03 -0.06
C -1.16932 -0.03246 0.45427 -0.14 0.02 0.06
H 0.27282 2.32080 0.18024 0.14 -0.05 -0.01
H 1.30586 1.07587 0.94026 -0.17 -0.01 -0.18
H 1.57786 1.56306 -0.75359 -0.17 0.01 0.14
H 0.36270 -1.32725 -1.69133 -0.03 -0.06 0.21
H 1.48529 -0.96146 -0.35762 -0.18 -0.40 0.19
H -1.08912 0.47852 1.42756 0.04 -0.49 -0.03
H -2.18639 0.13417 0.07213 0.14 -0.26 0.16

---

13
Properties=species:S:1:pos:R:3:forces:R:3 method="wB97M-V/def2-TZVPD" orbital_gap_ev=9.3 multiplicity=1 lumo_ev=0.18 total_energy_ev=-7794.529
C 1.22456 0.94348 0.56903 0.09 -0.06 0.01
C 0.27765 0.03917 -0.16385 0.21 0.13 0.02
C -0.78747 -0.87044 0.43273 0.08 -0.11 0.04
C -1.66190 -0.21654 -0.66999 -0.24 -0.01 -0.28
O -2.81029 -0.36952 -1.00615 0.56 0.11 0.21
N -0.65020 0.62335 -1.13578 -0.06 -0.39 -0.04
H 1.76673 1.57847 -0.13527 -0.06 -0.09 0.08
H 0.62171 1.59537 1.20893 0.01 -0.13 -0.09
H 1.92533 0.37803 1.18637 -0.01 0.09 -0.01
H 1.17289 -0.80730 -0.75112 -0.35 0.27 0.06
H -0.61062 -1.94474 0.35588 -0.11 0.06 -0.01
H -1.04399 -0.61313 1.46532 0.08 0.02 -0.19
H 0.57560 -0.33621 -1.35610 -0.21 0.09 0.20

---

13
Properties=species:S:1:pos:R:3:forces:R:3 method="wB97M-V/def2-TZVPD" orbital_gap_ev=11.7 multiplicity=1 lumo_ev=0.87 total_energy_ev=-7797.752
C 1.63378 -1.02859 -0.01972 -0.42 -0.77 -0.56
C -0.36686 0.17441 0.24553 0.50 1.31 0.39
C -0.89339 1.52952 -0.15302 -0.35 0.74 0.61
C -1.37157 -0.85913 -0.01209 -1.70 -2.94 -0.96
H 0.91513 -1.94836 0.10109 1.75 1.34 -0.08
H 2.12207 -0.73144 0.97204 -0.58 -0.57 -1.32
H 2.40451 -1.21238 -0.85479 -1.13 0.14 1.57
H -0.11536 0.12095 1.30489 -0.11 0.06 0.30
H -1.79473 1.83913 0.36931 -0.25 -0.31 -0.04
H -0.18125 2.33717 0.00542 0.35 -0.32 0.16
H -1.06357 1.47273 -1.20247 -0.41 0.14 -0.87
N -2.09839 -1.74712 -0.25390 1.69 2.30 0.67
O 0.80963 0.05311 -0.50230 0.65 -1.13 0.14